# 1
{
  "formula": "C5H5Cl2NO2S",
  "method": "ωB97M-V with the def2-TZVPD basis set",
  "orbital_gap_ha": 0.37392,
  "lumo_energy_ev": -0.1,
  "energy_ha": -1717.27973,
  "relative_energy_kcal_mol": 20.6,
  "species": ["C", "C", "C", "C", "C", "N", "O", "O", "S", "Cl", "Cl", "H", "H", "H", "H", "H"],
  "coordinates": [[0.252, 1.058, 0.258], [-0.177, 0.135, -0.608], [1.195, 0.626, 1.329], [0.208, -1.327, -0.543], [1.160, -1.564, 0.602], [1.535, -0.737, 1.442], [2.850, -0.356, -1.341], [4.764, 1.064, -1.167], [3.918, 0.118, -0.536], [1.490, -3.263, 0.908], [2.713, 1.772, 1.069], [0.021, 2.031, 0.212], [-0.819, 0.249, -1.424], [0.850, 0.878, 2.286], [-0.702, -1.931, -0.229], [0.540, -1.509, -1.586]]
}

***

# 2
{
  "formula": "C5H5ClN4OS",
  "method": "ωB97M-V with the def2-TZVPD basis set",
  "orbital_gap_ha": [0.25700, 0.23875],
  "lumo_energy_ev": [-1.8, -1.8],
  "energy_ha": -1345.84495,
  "relative_energy_kcal_mol": 58.1,
  "species": ["C", "C", "C", "C", "C", "N", "N", "N", "N", "O", "S", "Cl", "H", "H", "H", "H", "H"],
  "coordinates": [[0.399, -1.610, 0.093], [1.304, -0.637, 0.074], [-1.269, 0.707, 0.250], [-1.004, -1.638, 0.574], [-1.870, 1.907, -0.406], [2.506, -0.678, -0.392], [-1.676, -0.452, 0.187], [0.998, 2.450, 0.525], [3.460, -0.042, -0.632], [4.561, -0.385, -1.011], [0.536, 1.149, 1.025], [-1.952, -2.928, -0.232], [0.787, -2.618, -0.156], [-0.863, -1.763, 1.596], [-2.714, 2.261, 0.207], [-2.265, 1.652, -1.358], [-0.938, 2.625, -0.344]]
}

***

# 3
{
  "formula": "C5H5ClOS",
  "method": "ωB97M-V with the def2-TZVPD basis set",
  "orbital_gap_ha": 0.30119,
  "lumo_energy_ev": -0.9,
  "energy_ha": -1127.05401,
  "relative_energy_kcal_mol": 42.3,
  "smiles": "C=COC(=S)C(=C)Cl",
  "species": ["C", "C", "O", "C", "S", "C", "C", "Cl", "H", "H", "H", "H", "H"],
  "coordinates": [[-0.292, -1.876, 0.390], [-0.209, -1.548, -0.899], [0.481, -0.468, -1.482], [0.887, 0.569, -0.750], [2.508, 1.061, -0.758], [-0.190, 1.307, -0.087], [-0.095, 1.837, 1.108], [-1.758, 1.298, -0.895], [-0.806, -2.794, 0.671], [0.225, -1.320, 1.178], [-0.614, -2.111, -1.733], [0.840, 1.900, 1.521], [-0.977, 2.144, 1.737]]
}

***

# 4
{
  "formula": "C5H5ClS",
  "method": "ωB97M-V with the def2-TZVPD basis set",
  "orbital_gap_ha": 0.29535,
  "lumo_energy_ev": -1.2,
  "energy_ha": -1051.70755,
  "relative_energy_kcal_mol": 98.5,
  "smiles": "C#C[C@@](C)(Cl)C=S",
  "species": ["C", "C", "C", "C", "Cl", "C", "S", "H", "H", "H", "H", "H"],
  "coordinates": [[-0.033, -2.295, -0.697], [0.279, -1.063, -0.451], [0.149, 0.437, -0.339], [1.048, 0.854, 0.783], [0.663, 1.319, -2.016], [-1.448, 0.586, -0.151], [-2.193, 0.530, 1.419], [-0.129, -3.581, -0.517], [0.582, 0.492, 1.667], [1.054, 2.031, 0.660], [2.148, 0.348, 0.687], [-2.120, 0.343, -1.044]]
}